# 1
Formula: CH4Cl2P2
Source: the OMol25 dataset
Level of theory: the ωB97M-V functional and the def2-TZVPD basis

Geometry as XYZ:
```
9
Properties=species:S:1:pos:R:3
C 0.07 0.81 1.20
P 1.30 1.07 0.02
P -0.83 -2.04 -0.75
Cl 2.31 -0.60 -0.12
Cl -0.81 -0.70 -2.19
H -0.68 1.65 1.22
H 0.48 0.41 2.18
H 0.40 1.29 -1.16
H -2.23 -1.89 -0.40
```

LUMO (alpha / beta): -1.0 / -0.7 eV

---

# 2
Formula: C7H13AgF2N2O9
Source: the OMol25 dataset
Level of theory: the ωB97M-V functional and the def2-TZVPD basis

Geometry as XYZ:
```
34
Properties=species:S:1:pos:R:3
Ag -1.76 -0.22 -1.91
F -3.67 1.52 -3.81
F -1.73 -2.46 -4.27
C 3.56 0.92 -3.90
C 2.41 1.85 -3.48
C 2.61 3.28 -3.49
O 1.21 1.46 -4.04
H 3.27 -0.07 -4.26
H 4.21 0.66 -3.06
H 4.10 1.54 -4.62
H 2.32 1.55 -2.44
H 3.54 3.66 -3.92
H 2.54 3.79 -2.53
H 1.78 3.72 -4.04
N -3.26 3.45 0.89
O -2.46 2.68 0.36
O -3.51 3.42 2.03
O -3.96 4.13 0.10
N -6.33 -0.68 -0.25
O -5.21 -1.06 -0.53
O -6.99 -1.54 0.31
O -6.72 0.46 -0.53
O 0.59 -1.70 1.51
C 0.72 -2.13 2.62
O 0.31 -3.39 2.95
C 0.64 -3.78 4.28
C 1.78 -2.86 4.74
C 1.47 -1.64 3.82
H 0.98 -4.80 4.39
H -0.30 -3.57 4.81
H 2.68 -3.44 4.55
H 1.82 -2.68 5.81
H 2.46 -1.22 3.63
H 0.89 -0.85 4.29
```

LUMO (alpha / beta): 4.8 / 4.7 eV
2S+1: 2
Total charge: -3

---

# 3
Formula: C16H30N3O3
Source: the OMol25 dataset
Level of theory: the ωB97M-V functional and the def2-TZVPD basis

Geometry as XYZ:
```
52
Properties=species:S:1:pos:R:3
C 0.63 -5.48 -1.68
C 1.36 -4.56 -2.66
C 1.13 -3.06 -2.47
C 1.11 -2.55 -1.02
C 0.57 -1.11 -0.96
N -0.88 -0.99 -0.70
C -1.93 -1.90 -0.80
O -1.75 -3.17 -1.17
N -2.31 -4.19 -0.18
O -1.93 -4.00 0.88
C -3.07 -1.23 -0.48
N -2.73 0.08 -0.21
C -3.67 1.14 0.13
C -1.41 0.20 -0.35
O -0.70 1.29 -0.23
C -0.62 1.85 1.14
C -0.43 3.34 1.02
C -0.86 4.04 2.32
C 0.94 3.79 0.49
C 2.20 3.15 1.10
C 2.20 3.05 2.63
C 2.57 1.79 0.45
H 0.82 -5.24 -0.64
H 0.99 -6.49 -1.84
H -0.44 -5.51 -1.89
H 0.98 -4.80 -3.65
H 2.41 -4.82 -2.68
H 0.16 -2.81 -2.90
H 1.86 -2.46 -3.01
H 2.12 -2.50 -0.61
H 0.52 -3.18 -0.37
H 1.11 -0.54 -0.21
H 0.77 -0.64 -1.92
H -4.06 -1.66 -0.46
H -3.82 1.24 1.19
H -4.62 0.89 -0.32
H -3.36 2.08 -0.31
H 0.17 1.36 1.69
H -1.59 1.67 1.61
H -1.15 3.66 0.26
H -1.94 4.22 2.31
H -0.69 3.36 3.16
H -0.32 4.96 2.49
H 1.00 4.87 0.58
H 0.96 3.58 -0.58
H 3.02 3.81 0.85
H 1.73 3.93 3.06
H 3.23 3.09 2.97
H 1.75 2.14 3.02
H 2.29 0.99 1.13
H 2.03 1.63 -0.48
H 3.64 1.73 0.32
```

LUMO: -3.9 eV
Total charge: +1

---

Result set for max |F|: 3.426, 6.520, 1.285 eV Å⁻¹, one per record in the order listed.